Arrangement i

{"formula": "C6H11N", "method": "wB97M-V/def2-TZVPD", "species": ["C", "C", "C", "C", "N", "C", "C", "H", "H", "H", "H", "H", "H", "H", "H", "H", "H", "H"], "positions_angstrom": [[0.34, -1.89, 1.58], [-0.01, -1.41, 0.39], [-0.12, 0.01, 0.00], [-1.32, 0.49, -0.35], [-2.49, -0.30, -0.32], [1.00, 0.99, 0.25], [1.63, 1.42, -1.09], [0.51, -2.93, 1.78], [0.19, -1.29, 2.48], [-0.19, -2.14, -0.39], [-1.55, 1.50, -0.66], [-3.06, -0.35, -1.15], [-2.44, -1.21, 0.12], [1.62, 0.55, 1.03], [0.69, 1.92, 0.73], [1.71, 0.62, -1.83], [0.91, 2.10, -1.56], [2.59, 1.93, -1.02]], "nbo_charge": [-0.40, -0.21, -0.14, 0.03, -0.83, -0.42, -0.60, 0.20, 0.19, 0.20, 0.19, 0.37, 0.38, 0.21, 0.20, 0.21, 0.20, 0.21], "e_homo_ev": -7.9341, "smiles": "C=C/C(=C\\N)CC", "lumo_energy_ev": 1.11, "gap_ev": 9.05, "spin_multiplicity": 1}

---

Arrangement ii

{"formula": "C6H11N", "method": "wB97M-V/def2-TZVPD", "species": ["C", "C", "C", "C", "C", "C", "H", "H", "H", "H", "H", "H", "H", "H", "H", "H", "H", "N"], "positions_angstrom": [[-1.00, -0.66, -0.90], [0.52, -0.27, -1.02], [1.25, -0.05, 0.16], [0.83, 1.45, 0.48], [-1.51, 0.33, 0.14], [0.45, -0.60, 1.26], [-1.46, -0.79, -2.09], [-1.12, -1.74, -0.65], [0.58, 0.52, -1.77], [0.81, -1.05, -1.92], [2.33, -0.38, 0.37], [1.37, 1.68, 1.41], [0.59, 2.27, -0.29], [-1.80, 1.21, -0.34], [-2.19, -0.23, 0.78], [0.77, -0.91, 2.37], [-0.14, -1.41, 0.96], [-0.29, 0.63, 1.06]], "nbo_charge": [-0.41, -0.43, -0.25, -0.24, -0.24, -0.25, 0.22, 0.20, 0.21, 0.22, 0.20, 0.20, 0.22, 0.20, 0.21, 0.19, 0.19, -0.42], "e_homo_ev": -7.4572, "lumo_energy_ev": 1.01, "gap_ev": 8.46, "spin_multiplicity": 1}

---

Arrangement iii

{"formula": "C6H11N", "method": "wB97M-V/def2-TZVPD", "species": ["C", "C", "C", "C", "C", "C", "N", "H", "H", "H", "H", "H", "H", "H", "H", "H", "H", "H"], "positions_angstrom": [[0.07, -2.48, -0.81], [0.75, -1.23, -0.72], [0.10, 0.04, -0.91], [0.52, 0.98, -1.79], [-1.14, 0.36, -0.03], [-0.59, 0.51, 1.48], [0.53, 1.49, 1.58], [0.58, -3.41, -0.43], [-1.00, -2.53, -1.10], [1.83, -1.09, -0.47], [-0.09, 1.82, -2.23], [1.52, 0.82, -2.32], [-1.53, 1.36, -0.31], [-1.80, -0.51, -0.25], [-1.34, 0.95, 2.08], [-0.16, -0.44, 1.94], [1.42, 1.13, 1.97], [0.32, 2.22, 2.32]], "nbo_charge": [-0.41, -0.21, -0.05, -0.37, -0.43, -0.22, -0.86, 0.21, 0.20, 0.22, 0.21, 0.19, 0.22, 0.22, 0.19, 0.19, 0.36, 0.36], "e_homo_ev": -8.5364, "smiles": "C=CC(=C)CCN", "lumo_energy_ev": 1.06, "gap_ev": 9.60, "spin_multiplicity": 1}

---

Arrangement iv

{"formula": "C6H11N", "method": "wB97M-V/def2-TZVPD", "species": ["C", "C", "N", "C", "C", "C", "C", "H", "H", "H", "H", "H", "H", "H", "H", "H", "H", "H"], "positions_angstrom": [[-1.23, 1.69, 2.41], [-0.46, 1.09, 1.45], [0.61, 0.19, 1.66], [0.95, -1.01, 0.79], [1.00, -0.70, -0.72], [-0.03, -1.14, -1.62], [-0.25, -0.25, -2.75], [-0.63, 1.88, 3.30], [-2.25, 1.83, 2.29], [-0.69, 1.14, 0.38], [1.03, 0.32, 2.57], [0.22, -1.86, 1.06], [1.97, -1.43, 0.96], [1.64, 0.02, -1.02], [-0.74, -1.91, -1.38], [0.09, 0.78, -2.54], [-1.35, -0.12, -3.11], [0.13, -0.51, -3.73]], "nbo_charge": [-0.57, 0.05, -0.64, -0.24, -0.18, -0.17, -0.67, 0.19, 0.22, 0.18, 0.38, 0.19, 0.21, 0.18, 0.21, 0.22, 0.22, 0.22], "e_homo_ev": -7.5390, "smiles": "C=CNC/C=C/C", "lumo_energy_ev": 1.06, "gap_ev": 8.60, "spin_multiplicity": 1}

---

Which one sits at the top of the stability order? arrangement i does.

---

Arrangement i

{"formula": "C6H11N", "method": "wB97M-V/def2-TZVPD", "species": ["C", "C", "C", "C", "C", "C", "N", "H", "H", "H", "H", "H", "H", "H", "H", "H", "H", "H"], "positions_angstrom": [[-0.03, -1.43, 0.84], [-0.11, -0.16, 0.45], [-0.11, 0.34, -0.97], [-0.17, -0.74, -2.05], [-0.23, 0.95, 1.48], [-1.60, 1.49, 1.40], [-2.69, 1.85, 1.25], [-0.01, -1.69, 1.89], [0.01, -2.24, 0.12], [-0.96, 1.03, -1.10], [0.79, 0.96, -1.11], [0.68, -1.43, -1.97], [-0.14, -0.29, -3.04], [-1.09, -1.32, -1.97], [0.48, 1.76, 1.29], [-0.05, 0.58, 2.50], [2.78, 0.50, 0.49], [2.45, -0.16, 0.50]], "nbo_charge": [-0.41, 0.06, -0.45, -0.61, -0.54, 0.29, -0.33, 0.20, 0.21, 0.23, 0.21, 0.21, 0.22, 0.21, 0.25, 0.26, -0.01, 0.01], "e_homo_ev": -10.0667, "smiles": "C=C(CC)CC#N.[H][H]", "lumo_energy_ev": 0.97, "gap_ev": 11.03, "spin_multiplicity": 1}

---

Arrangement ii

{"formula": "C6H11N", "method": "wB97M-V/def2-TZVPD", "species": ["C", "C", "C", "C", "C", "N", "C", "H", "H", "H", "H", "H", "H", "H", "H", "H", "H", "H"], "positions_angstrom": [[-1.28, -0.34, -1.52], [-0.58, -0.11, -0.19], [-1.58, 0.05, 0.96], [0.57, -1.04, 0.10], [1.48, -0.06, 0.32], [2.71, 0.03, 0.76], [0.54, 1.04, -0.17], [-1.94, 0.51, -1.77], [-1.90, -1.24, -1.49], [-0.57, -0.45, -2.34], [-2.25, 0.90, 0.78], [-2.21, -0.85, 1.06], [-1.08, 0.22, 1.92], [0.62, -2.12, 0.16], [3.17, 0.92, 0.92], [3.19, -0.76, 1.18], [0.75, 1.43, -1.17], [0.37, 1.88, 0.51]], "nbo_charge": [-0.61, -0.04, -0.60, -0.35, 0.21, -0.80, -0.42, 0.20, 0.21, 0.21, 0.20, 0.21, 0.21, 0.20, 0.39, 0.39, 0.21, 0.19], "e_homo_ev": -7.5162, "smiles": "CC1(C)C=C(N)C1", "lumo_energy_ev": 0.95, "gap_ev": 8.46, "spin_multiplicity": 1}

---

Which one sits at the top of the stability order? arrangement ii does.

---

Arrangement i

{"formula": "C6H11N", "method": "wB97M-V/def2-TZVPD", "species": ["C", "C", "C", "N", "C", "C", "C", "H", "H", "H", "H", "H", "H", "H", "H", "H", "H", "H"], "positions_angstrom": [[0.99, 1.58, -1.83], [0.47, 1.36, -0.62], [0.45, 0.00, 0.03], [1.64, -0.71, -0.16], [-0.70, -0.49, 0.53], [-0.81, -1.94, 0.97], [-1.82, 0.46, 0.88], [0.93, 2.58, -2.23], [1.22, 0.71, -2.43], [0.12, 2.15, 0.03], [1.65, -1.69, -0.17], [2.36, -0.14, -0.53], [-0.72, -1.97, 2.05], [-0.03, -2.54, 0.50], [-1.75, -2.38, 0.66], [-2.58, -0.09, 1.42], [-1.41, 1.25, 1.52], [-2.21, 1.01, 0.01]], "nbo_charge": [-0.42, -0.19, 0.13, -0.84, -0.07, -0.63, -0.63, 0.21, 0.20, 0.20, 0.39, 0.39, 0.21, 0.20, 0.21, 0.21, 0.21, 0.22], "e_homo_ev": -7.3492, "smiles": "C=CC(N)=C(C)C", "lumo_energy_ev": 1.05, "gap_ev": 8.40, "spin_multiplicity": 1}

---

Arrangement ii

{"formula": "C6H11N", "method": "wB97M-V/def2-TZVPD", "species": ["C", "C", "N", "C", "C", "C", "C", "H", "H", "H", "H", "H", "H", "H", "H", "H", "H", "H"], "positions_angstrom": [[-2.50, -1.34, 0.46], [-1.55, -0.97, 1.37], [-0.19, -1.06, 1.05], [0.81, -0.04, 1.36], [1.12, 0.85, 0.22], [0.69, 0.53, -1.02], [1.14, 1.27, -2.27], [-3.20, -0.61, 0.04], [-2.73, -2.34, 0.14], [-1.77, -0.26, 2.18], [0.24, -1.99, 1.17], [0.60, 0.62, 2.24], [1.75, -0.49, 1.72], [1.81, 1.68, 0.19], [-0.09, -0.22, -1.16], [1.14, 2.37, -2.19], [2.23, 1.15, -2.44], [0.50, 0.85, -3.07]], "nbo_charge": [-0.50, 0.03, -0.65, -0.24, -0.23, -0.17, -0.67, 0.21, 0.20, 0.18, 0.38, 0.19, 0.20, 0.20, 0.21, 0.22, 0.22, 0.22], "e_homo_ev": -7.5413, "smiles": "C=CNC/C=C/C", "lumo_energy_ev": 0.68, "gap_ev": 8.23, "spin_multiplicity": 1}

---

Which one sits at the top of the stability order? arrangement i does.

---

Arrangement i

{"formula": "C2H12O3S2", "method": "wB97M-V/def2-TZVPD", "species": ["C", "C", "S", "S", "H", "H", "H", "H", "H", "H", "O", "H", "H", "O", "H", "H", "O", "H", "H"], "positions_angstrom": [[1.89, -1.24, -0.76], [1.77, 0.24, -0.35], [1.63, 1.19, -2.01], [0.65, 2.83, -1.27], [0.92, -1.43, -1.14], [2.87, -1.35, -1.39], [2.07, -1.96, 0.10], [0.89, 0.49, 0.26], [2.56, 0.65, 0.23], [1.50, 3.78, -1.68], [-1.68, 0.20, -0.22], [-1.15, 0.74, 0.35], [-0.98, -0.32, -0.66], [-0.96, -0.52, -3.04], [-1.79, 0.04, -2.98], [-0.25, 0.08, -2.92], [-3.02, -1.04, 5.62], [-3.60, -0.44, 6.00], [-3.34, -1.96, 5.87]], "nbo_charge": [-0.65, -0.46, 0.03, -0.14, 0.22, 0.23, 0.23, 0.20, 0.21, 0.14, -0.93, 0.46, 0.47, -0.96, 0.48, 0.47, -0.94, 0.47, 0.47], "e_homo_ev": -9.0839, "smiles": "CCSS.O.O.O", "lumo_energy_ev": 0.40, "gap_ev": 9.48, "spin_multiplicity": 1}

---

Arrangement ii

{"formula": "C2H12O3S2", "method": "wB97M-V/def2-TZVPD", "species": ["C", "C", "S", "S", "H", "H", "H", "H", "H", "H", "O", "H", "H", "O", "H", "H", "O", "H", "H"], "positions_angstrom": [[-2.57, -1.07, 1.08], [-3.65, -0.03, 1.37], [-4.18, 0.98, -0.08], [-2.54, 2.16, -0.47], [-1.86, -1.11, 1.90], [-2.05, -0.71, 0.17], [-2.84, -2.05, 0.70], [-3.35, 0.59, 2.20], [-4.62, -0.49, 1.61], [-1.63, 1.27, -0.88], [2.02, -0.11, -1.64], [2.35, 0.22, -0.81], [1.95, 0.61, -2.30], [5.57, -0.76, -3.02], [5.57, -1.66, -3.36], [4.75, -0.23, -3.08], [2.13, 0.68, 2.48], [2.70, 0.13, 1.97], [2.25, 1.57, 2.15]], "nbo_charge": [-0.64, -0.52, 0.09, -0.15, 0.22, 0.21, 0.22, 0.22, 0.22, 0.12, -0.95, 0.47, 0.48, -0.97, 0.49, 0.49, -0.93, 0.46, 0.47], "e_homo_ev": -8.8289, "smiles": "CCSS.O.O.O", "lumo_energy_ev": 0.02, "gap_ev": 8.85, "spin_multiplicity": 1}

---

Which one sits at the top of the stability order? arrangement ii does.